{"formula": "C45H95BeCl4N5O21", "method": "the ωB97M-V functional and the def2-TZVPD basis", "elements": ["Cl", "Cl", "Cl", "Cl", "O", "O", "O", "O", "O", "O", "O", "O", "O", "O", "O", "O", "O", "O", "O", "O", "O", "O", "O", "O", "O", "N", "N", "N", "N", "N", "C", "C", "C", "C", "C", "C", "C", "C", "C", "C", "C", "C", "C", "C", "C", "C", "C", "C", "C", "C", "C", "C", "C", "C", "C", "C", "C", "C", "C", "C", "C", "C", "C", "C", "C", "C", "C", "C", "C", "C", "C", "C", "C", "C", "C", "Be", "H", "H", "H", "H", "H", "H", "H", "H", "H", "H", "H", "H", "H", "H", "H", "H", "H", "H", "H", "H", "H", "H", "H", "H", "H", "H", "H", "H", "H", "H", "H", "H", "H", "H", "H", "H", "H", "H", "H", "H", "H", "H", "H", "H", "H", "H", "H", "H", "H", "H", "H", "H", "H", "H", "H", "H", "H", "H", "H", "H", "H", "H", "H", "H", "H", "H", "H", "H", "H", "H", "H", "H", "H", "H", "H", "H", "H", "H", "H", "H", "H", "H", "H", "H", "H", "H", "H", "H", "H", "H", "H", "H", "H", "H", "H"], "positions_angstrom": [[0.03506, -3.78152, 4.07536], [-0.15488, 0.59634, 4.12585], [3.62077, -2.16394, 0.60479], [-0.20505, 2.31331, 0.10185], [2.77806, 4.17207, -2.06554], [-0.03136, 2.05017, 4.06459], [-1.17211, 0.13503, 3.22243], [-3.29734, 2.83516, 3.53562], [-0.69684, -3.15625, -0.17115], [4.00428, -2.27362, 1.95622], [1.08173, 0.06966, 3.79385], [-0.86650, -6.20144, -1.65148], [-0.08312, -3.33278, 2.73508], [-1.01652, -3.33787, 4.89457], [0.02885, -5.25874, 4.10234], [-1.09090, 1.20065, 0.00076], [0.09117, 2.90649, -1.16810], [2.57151, -3.05014, 0.35412], [1.18682, -3.29829, 4.75347], [3.04375, -0.88185, 0.40634], [1.03490, 1.82070, 0.59804], [-0.31577, 0.13296, 5.50417], [3.84858, 1.98084, 2.15861], [4.71588, -2.42539, -0.26194], [-0.72652, 3.33445, 0.92557], [-1.54208, -2.16723, -0.76214], [-4.65707, 3.05203, 3.47998], [4.88108, 2.81201, 2.48684], [-0.90436, -7.51825, -1.14068], [2.75449, 3.98146, -3.46864], [5.87574, 2.99421, 1.39812], [5.61719, 4.83540, 3.69560], [-1.94050, -9.72046, -1.25924], [-1.43643, -6.78007, 1.19029], [2.12501, 1.55664, -3.34302], [-4.13131, 5.01747, 1.96297], [3.24635, 3.61847, -6.27617], [5.31725, 3.70249, 0.08479], [6.54205, 1.67519, 0.95967], [6.66876, 5.08095, 2.60299], [-3.43102, -7.77108, -1.80322], [-3.57737, -1.30972, -2.57718], [4.50927, 5.60166, -4.18628], [2.18875, 6.41510, -3.86943], [3.05922, 2.59644, -3.94840], [-0.59314, -7.58350, 0.27645], [-1.11008, -3.18938, -3.06949], [0.90715, -7.03070, 0.46761], [-1.97095, -8.31215, -1.81411], [-1.14792, -1.99340, -2.18908], [-3.08031, -2.07797, 1.22932], [-1.85997, -9.75264, 0.28431], [-1.57195, -8.33893, -3.30209], [2.69335, 4.95124, -5.79538], [-6.41574, 4.75413, 2.89374], [3.35331, 4.80424, 2.39093], [-5.38735, 1.98906, 2.65001], [-6.91120, 2.38210, 2.46187], [-5.40088, 0.63435, 3.42655], [-2.10911, -1.04077, -2.82886], [-2.95723, -2.39997, -0.30992], [4.36042, 3.97504, 3.23661], [-0.58193, -9.04396, 0.76087], [0.29159, -1.37542, -2.22807], [-4.77656, 1.79411, 1.22149], [-3.83849, -1.44972, -1.07423], [-3.47659, -3.87354, -0.49299], [3.09514, 5.21981, -4.28187], [7.11477, 3.70512, 1.95895], [4.51422, 2.10617, -3.69885], [-4.59041, 5.41379, 4.29095], [-7.11468, 3.75948, 2.04484], [2.76139, 2.40878, -5.45729], [3.63354, 3.54927, 4.53002], [-4.93746, 4.45853, 3.15208], [0.31562, -1.17302, 1.05563], [-3.83343, -0.48303, -0.57067], [-0.62060, -9.07911, 1.84962], [-5.24058, 5.45562, 5.16481], [-2.16173, -9.19674, -3.62524], [-3.58462, -6.79218, -2.25738], [-5.95751, -0.20577, 3.01126], [1.67648, 2.35377, -5.54695], [-4.34863, 6.06022, 1.73155], [2.25743, 1.54045, -2.26121], [1.84642, 4.16434, -1.83405], [-1.79923, -0.01753, -2.61662], [3.08355, 3.44982, -7.34067], [2.80228, 2.86961, 4.34249], [4.32964, 3.29460, -0.13047], [7.28064, 1.83549, 0.17425], [2.48673, 4.22584, 2.07064], [5.90633, 0.87492, 0.58083], [-6.44946, 5.76178, 2.47950], [0.48546, -0.48748, -1.62636], [6.25408, 5.83488, 1.93385], [-3.69588, 1.65512, 1.19123], [-0.88868, -2.82811, -4.07376], [-4.61653, 6.42948, 3.89623], [5.32308, 5.82008, 4.05892], [-1.97295, -10.80844, 0.53054], [-1.92632, -7.49742, -3.89739], [4.61582, 1.03674, -3.88349], [-5.23460, 0.89719, 0.80455], [-2.79373, -2.75369, 2.03516], [-1.47858, -7.14749, 2.21563], [6.12600, 4.25286, 4.46362], [-0.61687, -8.67551, -3.70537], [-0.35814, -3.92976, -2.79651], [2.37814, 0.50637, -3.48776], [4.36604, 3.03359, 5.15101], [-4.99629, 2.63372, 0.56205], [1.06961, 1.80888, -3.44605], [1.11094, -2.05765, -2.00151], [1.32079, -7.14721, 1.46932], [2.41133, 6.99322, -2.97258], [2.94118, 5.55220, 3.06827], [-5.93711, 0.62379, 4.37547], [4.79494, 2.23464, -2.65349], [-4.34722, 4.50334, 1.02640], [-1.05401, -10.30052, -1.51572], [-4.82895, -1.90346, -1.03964], [1.21821, 5.94993, -3.69685], [4.33138, 3.56715, -6.18573], [3.34177, 2.55310, 1.57787], [-4.39925, 0.24972, 3.61862], [3.23888, 1.46754, -5.72964], [4.55446, 6.44441, -4.87609], [0.23727, -9.58002, 0.28166], [-7.46828, 2.11213, 3.35902], [1.62968, 4.73300, -5.70009], [3.08567, 4.36097, 5.00864], [3.82362, 5.28684, 1.53418], [1.60420, -7.49831, -0.22777], [-2.01257, -3.80062, -3.06929], [-0.95423, -3.90358, -0.71597], [-7.34867, 1.84803, 1.61837], [5.24245, 4.78594, -0.00825], [-2.75884, -9.44221, 0.81701], [-4.16345, -2.11268, 1.34638], [-1.16267, -5.72571, 1.22882], [-2.80480, -4.61327, -0.05758], [-3.68680, -7.70073, -0.74599], [5.26849, 2.63283, -4.28350], [-2.96063, 3.07439, 2.66902], [2.91274, 5.82560, -6.40814], [-0.51546, -6.39108, -2.52464], [-3.57026, 5.20670, 4.61421], [-4.46239, -4.08435, -0.07845], [-6.91381, 4.90368, 3.85169], [5.87090, 3.30499, -0.76583], [7.85441, 3.88625, 1.17906], [7.54916, 5.52602, 3.06657], [-2.45425, -6.71502, 0.80569], [-2.87352, -10.18505, -1.57820], [-6.65786, 3.89065, 1.06392], [1.87305, 7.07088, -4.68084], [-4.19474, -8.49550, -2.08611], [7.15484, 1.24678, 1.75279], [7.65041, 3.03263, 2.62899], [5.15681, 4.77168, -4.46897], [-3.06302, 4.80770, 2.01639], [-2.72447, -1.05517, 1.35329], [0.52522, -1.11672, -3.26083], [4.70311, 6.09778, -3.23528], [-8.17452, 3.99699, 1.95299], [-3.80078, -2.20953, -3.15036], [-4.11846, -0.50868, -3.08083], [-3.39513, -4.20563, -1.52797], [-2.06210, -1.03311, -3.91782], [0.99123, -5.97766, 0.19901]], "atomic_forces_ev_per_a": [[1.24, -2.51, 4.85], [0.57, 2.55, 4.35], [1.31, -0.54, 1.99], [1.87, 1.52, -0.20], [0.85, 0.03, -0.87], [-1.12, -0.79, -0.04], [-1.12, -0.89, -1.44], [0.18, -0.33, 0.35], [-0.30, 0.60, -0.29], [0.89, -0.09, 1.01], [3.70, -2.23, -3.25], [-0.41, 0.11, 0.19], [-0.08, 1.36, -3.34], [-3.01, 0.67, -0.10], [0.09, 1.04, -1.10], [-1.43, -1.65, -0.38], [-0.61, 0.00, -1.54], [-3.06, -3.01, -1.12], [1.73, 0.05, -1.22], [-1.42, 3.47, -0.95], [1.23, -1.12, 1.10], [-1.86, 0.82, -0.98], [-0.30, -0.31, -0.71], [0.62, 0.36, -0.87], [-1.05, 0.48, 1.08], [0.47, 0.66, 1.12], [-2.39, -0.36, -0.24], [2.13, 0.35, 1.43], [-0.38, -1.35, -0.06], [-1.10, 0.01, -1.70], [0.60, 0.32, -0.86], [-0.17, -0.72, -1.04], [-0.35, 0.24, 1.62], [-1.81, 1.46, 0.27], [0.00, 0.34, 2.60], [0.22, -1.13, -1.31], [1.22, -0.79, -0.37], [-0.09, -1.35, 0.26], [-0.35, -1.08, -0.15], [0.38, -1.30, 0.45], [0.23, -0.10, 1.91], [1.18, 0.00, 0.42], [0.61, 1.19, -0.20], [-1.38, -1.09, 0.18], [0.57, -0.76, -0.34], [2.98, 0.27, 0.89], [0.18, -2.13, -0.18], [-0.54, -0.17, -0.89], [1.27, 1.14, -0.94], [1.05, 1.23, 0.64], [-0.94, 0.21, -1.35], [-0.74, -0.46, -0.33], [-1.19, -1.41, -0.95], [-0.24, -1.67, 2.01], [-0.08, 0.49, 1.00], [0.40, 0.19, 0.58], [-0.53, -0.16, -0.14], [1.03, -1.42, 0.30], [0.44, -0.16, 0.37], [-0.44, 1.82, -0.84], [0.62, -1.46, 0.97], [0.52, 1.15, -0.14], [-1.56, -0.60, -1.04], [0.16, -0.54, -0.35], [-0.23, -0.07, 0.59], [-1.29, 0.14, -0.81], [1.58, -0.25, -0.64], [-1.59, -0.70, -0.08], [-1.18, 2.36, 0.13], [-0.02, 0.40, 0.61], [1.01, 0.12, 0.50], [0.04, 1.94, -0.90], [-0.23, 2.12, 0.34], [-0.16, -0.81, -0.76], [-0.29, 1.21, -0.14], [0.21, -0.24, 0.73], [-0.06, 0.12, -0.18], [0.81, 0.10, -0.11], [-0.17, -0.68, -0.03], [-0.55, 0.04, -0.60], [0.17, -0.19, -0.11], [0.06, 0.23, -1.29], [-0.10, -0.28, -0.21], [0.25, 0.06, 0.47], [-0.02, 0.48, 0.42], [-0.41, -0.26, 0.32], [-0.35, 0.18, 0.68], [-0.33, 0.10, -0.15], [0.23, -0.41, -0.36], [-0.30, 0.14, 0.18], [-0.13, 0.51, -0.23], [0.06, -0.19, -0.11], [-0.43, 0.17, 0.17], [-0.03, 0.03, -0.36], [-0.59, 0.30, 0.15], [0.22, -0.34, -0.65], [0.08, -0.09, 0.30], [-0.05, -0.29, 0.01], [0.13, 0.08, -0.09], [-0.34, -0.17, 0.39], [0.99, -0.38, 0.23], [0.04, 0.19, 0.20], [-0.13, -0.02, -0.22], [0.01, -0.03, -0.13], [1.05, -0.21, -0.60], [0.19, 0.09, -0.07], [-0.23, 0.10, 0.35], [0.70, 0.46, 0.98], [0.45, 0.20, 0.07], [-0.04, 0.10, -1.16], [-0.26, 0.16, 0.39], [-0.13, -0.04, 0.02], [0.02, -0.21, -0.45], [-0.31, -0.51, 0.42], [-0.47, -0.05, 0.14], [0.47, -0.19, -0.10], [0.00, 0.29, -0.17], [0.31, 1.05, 0.41], [-0.13, 0.15, 0.13], [-0.48, -0.17, -0.10], [-0.08, 0.13, -0.83], [-0.35, 0.41, 0.60], [-0.18, -0.16, 0.51], [0.35, 0.42, -0.06], [-1.10, -0.52, -0.55], [0.14, 0.21, 0.00], [-0.16, 0.12, -0.31], [0.77, 0.01, -0.46], [0.39, 0.02, 0.47], [0.01, 0.12, 0.15], [-0.43, 0.66, -0.42], [0.73, 0.44, 0.21], [-0.12, 0.04, 0.04], [-0.12, -0.52, -0.08], [-0.40, 0.38, -0.23], [0.76, -1.34, 0.34], [0.25, -0.98, 0.24], [0.25, -0.04, 0.46], [-0.15, 1.05, -0.28], [-0.32, 0.63, 0.18], [0.45, -0.01, 0.18], [0.08, 0.24, 0.66], [-0.02, 0.56, 0.25], [-0.07, 0.05, -0.19], [0.72, -0.21, -0.39], [0.01, -0.18, 0.00], [0.34, 0.49, -0.22], [0.04, 0.12, 0.16], [-0.01, 0.47, -0.12], [-0.15, -0.48, 0.28], [0.38, 0.32, -0.04], [-0.24, 0.11, -0.42], [0.07, 0.24, 0.10], [-0.38, -0.39, 0.14], [0.25, -0.45, -0.20], [-0.27, -0.13, -0.45], [0.91, 0.28, -0.30], [0.32, -0.10, -0.90], [-0.40, -0.07, 0.38], [-0.38, 0.30, 0.64], [0.32, 0.42, 0.26], [0.19, 0.67, 0.48], [0.00, 0.02, 0.50], [-0.26, 0.36, -0.13], [0.41, -0.73, 0.33], [-0.13, 0.04, -0.09], [-0.37, -0.34, 0.31], [-0.37, 0.07, 0.46], [-0.68, 0.30, -0.39], [0.75, -0.43, -0.19], [-0.37, 0.14, 0.28]], "charge": -2, "gap_ev": 4.75, "e_homo_ev": -3.84, "largest_force_ev_per_a": 5.60}